C40H41As2N2OOsS2Te as an isolated structure at a distorted geometry, computed with ωB97M-V/def2-TZVPD.

Last column: Mulliken charge in e.
Atoms and positions in Å:
1 C 1.246 -2.842 2.755  -0.4146
2 H -1.644 -0.492 -2.955  0.5790
3 C 3.910 -2.590 3.525  -0.7152
4 C 6.284 -1.426 0.302  -0.9184
5 H 1.460 -0.835 -6.788  0.4804
6 S -0.350 2.603 0.670  -0.1981
7 H -2.009 6.274 -2.380  0.4879
8 C 5.917 -2.759 0.169  -0.6312
9 H 6.670 -3.533 0.220  0.4583
10 C -1.947 2.230 0.245  0.7313
11 H 3.705 -0.511 3.119  0.0959
12 C 3.508 1.680 -1.554  0.0638
13 H 3.578 -0.125 -2.741  0.4549
14 C 1.964 -3.959 3.157  -0.8507
15 H 1.475 -4.923 3.204  0.4990
16 C -2.408 2.532 -3.284  -0.1237
17 H -2.235 0.317 2.160  0.4295
18 C 3.802 3.036 -1.504  -0.5698
19 H 0.835 -0.360 5.108  0.4008
20 H -0.188 -1.775 -1.788  0.3648
21 C 3.986 -0.768 0.041  0.9073
22 Os 0.203 0.410 -0.153  2.4826
23 H 1.842 0.889 -5.072  0.5499
24 H 0.195 -2.933 2.513  0.5371
25 C 1.875 -1.599 2.714  0.3113
26 As 0.859 -0.032 2.257  0.4387
27 H -0.861 -0.236 6.879  0.4451
28 H -4.138 5.443 -3.317  0.4607
29 C -1.157 -0.101 5.848  -0.7815
30 H -2.519 1.499 -3.580  0.3140
31 H 2.514 1.284 3.618  0.8536
32 O -3.003 2.905 0.426  -0.2590
33 C 1.009 0.203 -4.970  -0.5873
34 Te 0.534 1.852 -2.530  0.2212
35 C 5.323 -0.429 0.231  -0.9469
36 C 4.588 -3.099 -0.034  -0.8859
37 C 0.796 -0.771 -5.937  -0.7289
38 H -3.234 0.153 6.310  0.4349
39 C -3.458 3.417 -3.484  -0.7583
40 C -0.592 0.013 3.521  0.7632
41 H 4.065 1.552 1.860  0.6743
42 C -1.922 0.223 3.193  -0.2276
43 H 4.521 1.003 -4.715  0.5454
44 H -2.608 4.024 2.138  0.3709
45 C -1.134 -1.562 -4.735  -0.6872
46 H 7.322 -1.161 0.448  0.4875
47 C 3.295 -3.834 3.536  -0.6376
48 H -3.916 0.419 3.952  0.4690
49 H -0.430 -2.405 -6.577  0.4444
50 C -2.127 5.224 -2.614  -0.7443
51 H -4.382 3.063 -3.922  0.4702
52 N -0.717 -2.348 0.126  -0.3635
53 H 3.629 3.622 -0.611  0.3893
54 H -2.242 4.840 0.571  0.3521
55 C -3.320 4.757 -3.144  -0.6275
56 C -2.874 0.272 4.201  -0.9356
57 C 3.204 -1.471 3.113  -0.0615
58 C 3.045 1.764 1.542  -1.1141
59 H 1.361 2.323 2.814  0.6369
60 C 4.335 3.663 -2.626  -0.8699
61 C 3.766 0.945 -2.712  -0.5559
62 H 1.040 -2.104 -0.780  -0.0277
63 C -2.490 0.116 5.526  -0.5581
64 C 0.140 0.293 -3.887  1.4197
65 C 3.625 -2.103 -0.094  -0.0125
66 C -0.199 -0.162 4.848  -0.5763
67 H -1.678 -2.068 -0.048  0.1920
68 N 0.130 -1.663 -0.821  -0.5841
69 S -2.048 0.655 -0.540  -0.6081
70 C -1.067 4.348 -2.413  -0.5766
71 C -1.220 3.003 -2.738  0.8415
72 H 4.938 -2.486 3.846  0.5018
73 As 2.740 0.702 -0.087  1.3850
74 C 2.032 1.477 2.659  -1.3799
75 H 3.008 2.815 1.259  0.4963
76 H 4.573 4.718 -2.587  0.4928
77 C -0.932 -0.591 -3.765  -0.9827
78 C -2.932 4.198 1.114  -0.7269
79 C 4.578 2.937 -3.782  -0.6480
80 H -0.125 4.724 -2.028  0.4003
81 H -1.977 -2.237 -4.660  0.4830
82 H 5.004 3.428 -4.647  0.4573
83 C -0.267 -1.652 -5.818  -0.7347
84 H -0.656 -3.351 -0.034  0.3374
85 H 2.593 -2.392 -0.208  0.0421
86 H 3.846 -4.705 3.866  0.4711
87 H -3.943 4.586 1.080  0.2977
88 H 4.302 -4.137 -0.137  0.4776
89 C 4.300 1.575 -3.824  -0.7000
90 H 5.631 0.609 0.305  0.4092

Properties
E_HOMO (spin up / spin down) in eV: -16.3 / -16.3
Spin multiplicity: 1
Gap between HOMO and LUMO (spin up / spin down) in Eh: 0.1942 / 0.2033
Total charge: +3



A 4-piece molecular cluster, C24H56BrN3O overall at a distorted geometry, computed with ωB97M-V/def2-TZVPD.

Last column: Löwdin spin population.
Atoms and positions in Å:
1 H -3.895 -6.322 -10.581  0.0000
2 N -2.836 -3.594 -10.559  0.0001
3 H -4.609 -4.356 -11.437  0.0000
4 C -3.294 -4.817 -3.979  -0.0006
5 C -3.019 -4.679 -12.939  0.0000
6 H -5.824 -4.045 -4.846  0.0000
7 H -3.399 -4.677 -15.651  0.0000
8 H -5.063 3.434 -8.543  0.0000
9 H -6.003 -8.131 -4.329  0.0000
10 H -4.916 3.374 -12.674  0.0000
11 C -3.614 -6.719 -5.338  0.0001
12 H -3.334 -6.228 -6.270  0.0001
13 H -1.951 -6.186 -2.738  0.0001
14 H -5.500 1.778 -9.080  0.0000
15 H -2.483 0.561 -5.458  0.0003
16 H -0.666 -1.448 -12.398  0.0000
17 H -6.175 -5.372 -5.971  0.0000
18 C -3.503 -3.724 -15.133  0.0000
19 H -6.488 -7.862 -1.640  0.0000
20 H -2.269 -5.307 -12.458  0.0000
21 C -5.127 2.675 -11.864  0.0000
22 C -5.873 3.230 -10.624  0.0000
23 H -4.278 -7.542 -5.601  0.0000
24 C -3.637 -5.901 -9.609  0.0001
25 H -1.762 -5.423 -10.211  0.0000
26 C -5.079 2.737 -9.381  0.0000
27 C -3.713 -3.842 -11.784  0.0000
28 H -3.688 2.075 -7.190  0.0006
29 C -3.907 1.874 -11.287  0.0000
30 H -2.530 -7.972 -4.039  0.0000
31 H -1.196 -5.322 -4.017  0.0013
32 H -4.604 -5.584 -9.219  0.0000
33 C -2.736 1.617 -7.458  0.0024
34 H -1.955 2.376 -7.421  0.0001
35 C -5.380 -4.817 -5.474  -0.0001
36 Br -1.120 -2.975 -6.595  0.9489
37 H -4.544 -6.755 -2.605  0.0000
38 H -3.960 -2.852 -12.169  0.0000
39 O -2.574 -3.843 -14.027  0.0000
40 H -2.940 -2.120 -9.083  0.0010
41 N -4.445 -5.689 -4.530  0.0000
42 H -4.025 -1.825 -10.386  0.0000
43 H -7.711 -8.667 -2.805  0.0000
44 H -3.021 2.068 -11.892  0.0000
45 H -3.225 -0.408 -6.553  0.0053
46 H -3.088 -4.018 -4.691  -0.0005
47 H -3.772 -5.365 -13.328  0.0000
48 C -1.445 -2.958 -10.965  -0.0002
49 H -1.522 -7.157 -5.235  0.0001
50 H -1.008 -2.671 -10.009  -0.0005
51 H -7.939 -7.162 -2.213  0.0000
52 H -5.677 -5.565 -2.665  0.0000
53 C -2.930 1.221 -8.957  0.0002
54 C -2.133 -5.807 -3.743  0.0011
55 H -5.800 1.897 -12.225  0.0000
56 N -3.636 2.331 -9.839  0.0000
57 C -2.706 3.595 -9.775  0.0000
58 C -2.385 -7.037 -4.580  0.0001
59 H -4.448 -3.138 -9.139  0.0000
60 H -3.649 -4.349 -3.060  0.0000
61 H -2.014 1.175 -9.546  0.0000
62 H -7.170 -6.798 -4.404  0.0000
63 H -0.998 -3.826 -11.450  0.0000
64 C -7.113 -7.798 -2.531  0.0000
65 H -3.536 0.341 -9.171  0.0000
66 H -3.140 -2.896 -15.740  0.0000
67 C -2.514 0.418 -6.538  0.0195
68 H -2.409 -4.438 -8.744  0.0021
69 C -3.685 -2.610 -9.710  0.0004
70 C -5.264 -6.340 -3.311  0.0000
71 H -3.311 -6.717 -8.965  0.0000
72 C -2.562 -4.851 -9.741  0.0011
73 H -3.292 4.300 -10.364  0.0000
74 H -2.290 -1.653 -12.615  0.0000
75 H -5.944 4.317 -10.641  0.0000
76 H -4.885 -4.366 -6.334  -0.0001
77 H -4.234 0.836 -11.233  0.0000
78 H -1.727 3.356 -10.190  0.0000
79 H -1.838 -0.771 -11.218  0.0000
80 C -1.560 -1.645 -11.806  0.0000
81 H -2.679 3.876 -8.722  0.0000
82 H -4.557 -3.528 -14.935  0.0000
83 C -6.402 -7.271 -3.792  0.0000
84 H -6.902 2.907 -10.463  0.0000
85 H -1.587 -0.128 -6.714  0.0168

Properties
E_HOMO (spin up / spin down) in eV: -16.8 / -16.8
Spin multiplicity: 2
Gap between HOMO and LUMO (spin up / spin down) in Eh: 0.3640 / 0.1980
Total charge: +3